# C3H6N2O3

A single C3H6N2O3 molecule (ωB97M-V/def2-TZVPD, the OMol25 dataset).

Geometry as XYZ:
```
14
Properties=species:S:1:pos:R:3:forces:R:3
C -0.11740 -1.72086 -0.44868 -2.347 -0.039 4.114
C -0.76472 1.06389 0.83066 -0.088 -2.931 2.480
C 2.05677 -0.50011 -0.00286 -0.732 -0.246 -0.815
H -0.86783 -1.16361 -0.86036 -2.404 1.064 -1.844
H -0.70335 -2.22035 0.42216 1.393 -0.336 -1.622
H 0.31968 -2.26544 -1.20879 1.349 -1.401 -0.966
H -1.53335 1.48794 1.58837 2.050 -0.953 -0.813
H -1.54209 3.05612 -0.93972 -2.515 -2.075 3.209
H 2.69549 -1.12307 -0.74506 -1.974 -0.037 0.810
N 0.65943 -0.71372 0.15840 3.214 0.967 0.666
N -0.83206 1.34231 -0.37670 -2.529 2.522 0.256
O -0.01146 -0.06471 1.25467 0.261 0.931 -1.213
O -2.00576 2.41328 -0.16265 4.029 1.660 -5.278
O 2.64663 0.40833 0.49055 0.294 0.873 1.016
```
Forces are in eV/Å.

Computed properties:
**Total charge**: 0
**Gap between HOMO and LUMO**: 10.5 eV
**E_LUMO**: 0.847 eV
**ΔE to the lowest compared entry with this formula, charge and spin**: 693.5 kJ/mol
**Largest force on an atom**: 6.8 eV Å⁻¹
**SMILES**: CN(C=O)O/C=N/O